(1)
# C8H7N3

A molecular structure, C8H7N3 (ωB97M-V/def2-TZVPD, the OMol25 dataset).

Orbital gap   8.4 eV
Multiplicity   1
Net charge   0
HOMO energy   -8.721 eV
Lowest unoccupied orbital energy   -0.3 eV

Structure (XYZ):
```
18
Properties=species:S:1:pos:R:3:mulliken_charge:R:1
N -0.722 -0.636 -3.113 -0.6397
N 0.396 0.533 3.126 -0.5086
N -1.537 0.538 1.536 -0.6512
C 0.983 -0.162 -1.512 -0.1979
C 1.145 0.685 2.066 -0.0827
C 0.613 0.622 0.679 0.8074
C -0.773 0.521 0.436 0.2892
C -0.954 0.520 2.870 0.0036
C -0.359 -0.286 -1.765 0.2654
C 1.566 0.202 -0.281 -0.8426
C -1.305 0.111 -0.812 -0.7742
H 1.840 -0.210 -2.148 0.3478
H 2.272 0.433 2.586 0.2604
H -1.458 -1.284 -2.973 0.2814
H -1.779 0.116 3.715 0.2812
H 2.616 0.098 -0.126 0.3863
H -0.221 -1.799 -3.314 0.3124
H -2.324 -0.001 -0.971 0.4616
```

---

(2)
# C8H7N3

C8H7N3 in the gas phase (ωB97M-V/def2-TZVPD, the OMol25 dataset).

Orbital gap   8.9 eV
Multiplicity   1
Net charge   0
HOMO energy   -8.579 eV
SMILES   Nc1ccc2cncnc2c1
Lowest unoccupied orbital energy   0.3 eV

Structure (XYZ):
```
18
Properties=species:S:1:pos:R:3:mulliken_charge:R:1
N 3.097 -0.662 -0.062 -0.5221
N -1.670 -1.570 -0.060 -0.6188
N -3.226 0.240 0.056 -0.5963
C 0.216 1.574 -0.037 -0.9319
C 0.750 -1.198 0.084 -0.6158
C 1.781 -0.311 0.018 0.9538
C 1.489 1.088 -0.087 -0.5330
C -0.869 0.646 -0.061 0.9379
C -2.223 1.089 0.034 -0.3149
C -0.588 -0.724 -0.028 0.2532
C -2.864 -1.031 -0.048 -0.0342
H 3.682 0.007 0.359 0.2241
H 0.877 -2.296 0.045 0.2813
H -0.004 2.674 -0.033 0.2633
H 3.322 -1.678 -0.003 0.2273
H -2.421 2.151 0.077 0.3601
H 2.336 1.762 -0.067 0.3086
H -3.686 -1.762 -0.186 0.3573
```

---

Energies, relative to the best one, in kcal/mol: (1) 100.6; (2) 0.0.

---

(1)
# C6H16O2

2 unconnected molecules or ions with the total composition C6H16O2 (ωB97M-V/def2-TZVPD, the OMol25 dataset).

Orbital gap (alpha / beta)   10.8 / 4.0 eV
Multiplicity   2
Net charge   +1
HOMO energy (alpha / beta)   -14.521 / -14.406 eV
Lowest unoccupied orbital energy (alpha / beta)   -3.7 / -10.4 eV

Structure (XYZ):
```
24
Properties=species:S:1:pos:R:3:mulliken_charge:R:1
O 1.283 1.031 -2.264 -0.6260
O -2.933 2.077 -0.793 -0.2323
C 1.682 -1.085 0.718 -0.5405
C -1.196 0.978 0.620 0.2756
C -2.633 0.892 -0.067 -0.4260
C 2.571 -1.100 -0.523 -1.5506
C 0.099 -1.305 0.567 -0.3855
C -0.714 -0.251 1.327 -0.9922
H -2.859 0.046 -0.722 0.3660
H -0.138 -2.298 0.979 0.3708
H -1.587 -0.806 1.714 0.4446
H -1.261 1.786 1.351 0.3387
H 2.162 -1.762 1.426 0.4456
H -0.308 0.004 2.319 0.5062
H -3.297 1.083 0.769 0.3314
H 3.391 -0.397 -0.805 0.4418
H 0.391 1.329 -2.029 0.3999
H 1.492 0.869 -1.338 0.2780
H 1.712 -0.068 1.123 0.2994
H -2.245 2.124 -1.475 0.4015
H -0.564 1.272 -0.223 -0.3247
H 3.096 -2.024 -0.699 0.3468
H 2.091 -0.950 -1.501 0.4705
H -0.236 -1.447 -0.475 0.3609
```

---

(2)
# C6H16O2

3 unconnected molecules or ions with the total composition C6H16O2 (ωB97M-V/def2-TZVPD, the OMol25 dataset).

Orbital gap (alpha / beta)   9.7 / 6.2 eV
Multiplicity   2
Net charge   +1
HOMO energy (alpha / beta)   -14.852 / -14.846 eV
Lowest unoccupied orbital energy (alpha / beta)   -5.2 / -8.6 eV

Structure (XYZ):
```
24
Properties=species:S:1:pos:R:3:mulliken_charge:R:1
O -0.497 -3.630 0.672 -0.6041
O 3.646 1.432 -1.324 -0.6259
C -0.860 0.806 -2.365 -1.2893
C -1.492 0.226 -1.110 -0.3652
C -1.047 0.503 1.360 -0.3254
C 0.734 -0.437 -0.171 -1.5444
C -0.532 0.145 0.022 1.0534
C -0.066 0.546 2.524 -1.4029
H 1.335 -0.862 0.626 0.5402
H 0.954 0.766 2.222 0.3999
H -1.834 -0.251 1.562 0.4014
H -0.224 0.095 -2.922 0.3763
H 3.982 1.703 -0.450 0.3356
H -0.152 -3.020 0.017 0.3155
H -1.844 -0.801 -1.333 0.3313
H -0.011 -3.491 1.491 0.3254
H -1.587 1.115 -3.111 0.3555
H 0.027 -0.354 3.122 0.3495
H -2.379 0.736 -0.792 0.4300
H 1.117 -0.574 -1.184 0.4586
H -0.312 1.329 3.224 0.3432
H 2.840 0.942 -1.132 0.2965
H -1.615 1.420 1.274 0.4499
H -0.184 1.657 -2.223 0.3954
```

---

Energies, relative to the best one, in kcal/mol: (1) 51.5; (2) 0.0.